Record 1
This record from the OMol25 dataset describes a structure of composition C35H28N2O2PPt in a non-equilibrium geometry. The level of theory is ωB97M-V with the def2-TZVPD basis set.

Element x y z (Å)
Pt1 0.36 -0.22 0.41
C1 -0.51 -0.97 3.38
O1 0.23 -1.44 2.21
C2 1.31 -2.28 2.45
C3 1.56 -3.07 3.56
C4 2.85 -3.49 3.78
C5 3.89 -3.36 2.84
C6 3.62 -2.69 1.63
C7 2.30 -2.17 1.45
N1 2.00 -1.36 0.33
N2 2.90 -1.51 -0.61
C8 2.82 -0.79 -1.76
C9 1.87 0.29 -1.99
O2 1.01 0.84 -1.13
C10 1.82 0.88 -3.31
C11 2.62 0.44 -4.32
C12 3.62 -0.54 -4.11
C13 4.43 -0.97 -5.21
C14 5.46 -1.86 -4.98
C15 5.62 -2.44 -3.73
C16 4.78 -2.12 -2.66
C17 3.77 -1.15 -2.81
H1 -0.87 -1.81 3.99
H2 -1.36 -0.46 2.96
H3 0.10 -0.28 4.01
H4 0.80 -3.25 4.31
H5 3.04 -3.96 4.73
H6 4.87 -3.74 3.14
H7 4.37 -2.55 0.87
H8 1.13 1.70 -3.49
H9 2.58 0.92 -5.30
H10 4.32 -0.51 -6.17
H11 6.16 -2.07 -5.75
H12 6.39 -3.18 -3.55
H13 4.79 -2.68 -1.75
C18 -3.05 2.83 -3.39
C19 -3.41 3.34 -2.14
C20 -3.02 2.72 -0.97
C21 -2.21 1.58 -1.03
C22 -1.99 0.97 -2.25
C23 -2.29 1.65 -3.42
P1 -1.63 0.78 0.48
C24 -1.51 2.16 1.70
C25 -2.20 2.18 2.91
C26 -2.03 3.24 3.79
C27 -1.17 4.27 3.47
C28 -0.48 4.28 2.23
C29 -0.65 3.20 1.34
C30 -3.06 -0.24 0.88
C31 -4.26 0.41 1.12
C32 -5.41 -0.31 1.44
C33 -5.41 -1.70 1.30
C34 -4.20 -2.34 1.08
C35 -3.02 -1.61 0.82
H14 -3.34 3.34 -4.27
H15 -3.92 4.29 -2.06
H16 -3.20 3.25 -0.04
H17 -1.41 0.09 -2.29
H18 -1.87 1.25 -4.36
H19 -2.94 1.39 3.17
H20 -2.59 3.24 4.73
H21 -1.07 5.11 4.12
H22 0.14 5.12 1.97
H23 -0.20 3.28 0.35
H24 -4.35 1.52 1.06
H25 -6.27 0.29 1.72
H26 -6.35 -2.26 1.43
H27 -4.18 -3.40 0.95
H28 -2.08 -2.12 0.72

Summary:
Molar mass = 734.67 g/mol
HOMO-LUMO gap (alpha / beta) = 6.14 / 3.74 eV
Spin multiplicity = 5
Energy above the lowest of the compared OMol25 structures with the same formula, charge and spin = 0.000 eV
LUMO level (alpha / beta) = -0.315 / -0.467 hartree
Charge = +3
HOMO (alpha / beta) = -14.714 / -16.444 eV


Record 2
This record from the OMol25 dataset describes a structure of composition C40H36Cl2N6O4Re in a non-equilibrium geometry. The level of theory is ωB97M-V with the def2-TZVPD basis set.

Element x y z (Å)
Re1 -0.84 0.16 -0.18
C1 -1.02 -2.23 -1.95
N1 -1.40 -0.78 -2.06
C2 -0.85 -0.07 -3.26
C3 -0.02 1.08 -2.80
N2 -0.05 1.52 -1.55
C4 0.96 2.49 -1.42
C5 1.39 3.21 -0.31
C6 2.48 4.03 -0.50
C7 3.11 4.15 -1.76
C8 2.66 3.46 -2.86
C9 1.57 2.62 -2.66
N3 0.91 1.72 -3.51
C10 -1.20 -2.66 -0.52
N4 -1.16 -1.78 0.47
C11 -1.18 -2.51 1.68
C12 -1.12 -2.10 3.01
C13 -1.13 -3.09 3.96
C14 -1.20 -4.45 3.61
C15 -1.27 -4.86 2.30
C16 -1.26 -3.86 1.34
N5 -1.28 -3.90 -0.06
H1 -1.60 -2.85 -2.63
H2 0.04 -2.33 -2.20
H3 -2.41 -0.70 -2.05
H4 -0.25 -0.75 -3.86
H5 -1.68 0.27 -3.88
H6 0.88 3.13 0.64
H7 2.87 4.60 0.33
H8 3.96 4.81 -1.86
H9 3.13 3.56 -3.83
H10 1.13 1.55 -4.48
H11 -1.07 -1.05 3.27
H12 -1.08 -2.82 5.01
H13 -1.21 -5.20 4.39
H14 -1.34 -5.91 2.03
H15 -1.33 -4.74 -0.63
Cl1 2.98 -1.25 -2.90
C17 4.67 -1.29 -2.41
C18 5.64 -1.33 -3.40
C19 6.97 -1.38 -3.04
C20 7.32 -1.36 -1.70
C21 6.34 -1.30 -0.72
Cl2 6.86 -1.12 0.92
C22 4.98 -1.30 -1.05
N6 3.95 -1.23 -0.11
C23 3.82 -1.97 1.09
C24 4.43 -3.22 1.22
C25 4.27 -3.97 2.37
C26 3.50 -3.50 3.42
C27 2.90 -2.26 3.30
C28 3.04 -1.49 2.15
C29 2.43 -0.10 2.15
C30 1.25 0.04 1.26
O1 0.15 0.59 1.64
O2 1.25 -0.37 0.05
H16 5.34 -1.34 -4.44
H17 7.74 -1.42 -3.81
H18 8.36 -1.36 -1.41
H19 3.11 -0.80 -0.43
H20 5.01 -3.60 0.39
H21 4.75 -4.95 2.44
H22 3.39 -4.08 4.33
H23 2.31 -1.87 4.13
H24 3.17 0.65 1.82
H25 2.10 0.16 3.15
C31 -8.15 4.01 0.21
C32 -6.77 3.40 0.25
C33 -6.58 2.12 0.77
C34 -5.34 1.53 0.83
C35 -5.21 0.19 1.53
C36 -4.23 2.26 0.35
C37 -4.38 3.58 -0.11
C38 -3.22 4.47 -0.51
C39 -5.66 4.11 -0.16
C40 -2.91 1.64 0.25
O3 -1.81 2.17 0.48
O4 -2.82 0.35 -0.16
H26 -8.90 3.27 -0.05
H27 -8.20 4.84 -0.49
H28 -8.41 4.40 1.20
H29 -7.44 1.56 1.14
H30 -6.20 -0.19 1.79
H31 -4.65 0.31 2.46
H32 -4.70 -0.56 0.93
H33 -2.42 3.93 -1.02
H34 -2.78 4.92 0.38
H35 -3.57 5.27 -1.15
H36 -5.79 5.12 -0.54

Summary:
Molar mass = 921.88 g/mol
HOMO-LUMO gap (alpha / beta) = 7.15 / 5.19 eV
Spin multiplicity = 4
Energy above the lowest of the compared OMol25 structures with the same formula, charge and spin = 0.000 eV
LUMO level (alpha / beta) = -0.182 / -0.254 hartree
Charge = +2
HOMO (alpha / beta) = -12.112 / -12.111 eV